(1)
Entry from the Open Molecules 2025 dataset: a single C19H26N2O4 molecule (ωB97M-V with the def2-TZVPD basis set).

```
51
Properties=species:S:1:pos:R:3:forces:R:3:mulliken_charge:R:1
C -3.3893 0.6642 1.2405 0.02 -0.08 0.23 -1.12
C -2.7965 0.2381 2.5826 -0.29 0.33 -0.18 -0.71
N -1.4565 -0.2966 2.4407 0.01 -0.36 0.08 0.30
C -1.3614 -1.7060 2.0876 0.12 -0.21 -0.05 -1.30
C -1.4087 -1.9424 0.5685 0.09 0.04 0.56 0.73
O -2.3669 -2.4578 0.0305 -0.23 -0.15 -0.15 -0.65
N -0.2862 -1.5023 -0.0395 0.43 0.16 0.13 0.06
C 0.0334 -1.5062 -1.3997 0.02 -0.03 -0.48 0.48
C -0.7900 -2.0625 -2.3757 -0.16 -0.07 0.08 -0.44
C -0.4093 -2.0147 -3.7013 0.40 0.19 -0.08 -0.92
C 0.7914 -1.4297 -4.0808 -0.03 0.06 0.04 0.52
C 1.6356 -0.9029 -3.0987 -0.07 -0.12 -0.06 0.36
C 1.2461 -0.9342 -1.7690 -0.07 -0.04 -0.16 -0.79
O 2.8555 -0.3517 -3.4047 -0.28 0.06 0.33 -0.45
C 3.2975 -0.6713 -4.7046 -0.11 -0.12 -0.57 -0.46
C 2.1587 -0.4906 -5.7075 0.46 0.25 0.15 -0.46
O 1.1096 -1.3851 -5.4178 -0.18 -0.25 0.16 -0.47
C -0.3141 0.4279 2.4427 -0.24 0.24 0.06 -0.05
O 0.7523 -0.0973 2.1405 0.38 -0.05 0.04 -0.82
C -0.3800 1.8774 2.8941 0.31 -0.13 0.00 0.94
C 0.8088 2.6696 2.3282 0.09 -0.02 0.01 -1.09
C 1.2140 3.8250 3.2489 -0.20 0.15 -0.11 -0.75
C -0.0086 4.3885 3.9651 0.19 0.04 0.12 -0.66
C -0.5884 3.3443 4.9275 0.01 -0.01 -0.05 -0.69
C -0.3328 1.9181 4.4273 -0.26 0.05 0.00 -0.93
H -4.3827 1.0787 1.3907 -0.13 0.07 -0.04 0.43
H -2.7636 1.4168 0.7655 0.06 0.10 -0.04 0.25
H -3.4675 -0.1896 0.5731 -0.03 -0.05 -0.09 0.31
H -2.7880 1.0775 3.2784 0.00 -0.09 0.02 0.35
H -3.4219 -0.5443 3.0206 0.10 0.09 0.06 0.44
H -2.1935 -2.2433 2.5450 0.07 0.05 -0.13 0.48
H -0.4152 -2.0900 2.4797 -0.15 0.01 -0.02 0.41
H 0.4120 -1.0762 0.5713 -0.26 -0.13 0.02 0.12
H -1.7224 -2.5195 -2.0927 -0.02 -0.01 0.01 0.53
H -1.0390 -2.4292 -4.4718 -0.09 -0.05 -0.10 0.43
H 1.9067 -0.5111 -1.0282 0.12 0.06 0.11 0.49
H 4.1301 -0.0010 -4.9230 -0.06 -0.08 -0.03 0.34
H 3.6438 -1.7137 -4.7375 0.00 0.12 0.01 0.29
H 2.4857 -0.7133 -6.7242 0.02 0.06 0.09 0.34
H 1.7948 0.5454 -5.6553 0.03 -0.10 -0.04 0.29
H -1.3102 2.3333 2.5528 -0.06 -0.04 0.02 0.48
H 1.6511 1.9886 2.1966 -0.09 0.03 -0.06 0.28
H 0.5387 3.0556 1.3430 0.03 0.00 -0.04 0.32
H 1.9334 3.4821 3.9941 0.09 0.01 0.02 0.35
H 1.6992 4.6055 2.6610 0.09 -0.03 0.05 0.42
H 0.2579 5.2917 4.5162 -0.09 0.05 -0.04 0.39
H -0.7555 4.6700 3.2198 -0.04 0.07 -0.03 0.29
H -0.1369 3.4565 5.9146 -0.05 0.03 0.04 0.38
H -1.6619 3.5112 5.0394 -0.01 -0.02 0.07 0.28
H 0.6526 1.5740 4.7444 0.03 -0.08 0.00 0.32
H -1.0685 1.2351 4.8575 0.06 -0.05 0.03 0.36
```
Forces are in eV/Å.

The calculation puts the total energy at -1150.11118 Ha. As for the HOMO energy: -7.746 eV. The value obtained for the relative energy (zero: lowest compared OMol25 entry of this formula, charge and spin) is 80.5 kJ/mol. As for the SMILES: CCN(CC(=O)Nc1ccc2c(c1)OCCO2)C(=O)C1CCCCC1. The charge is 0.

---

(2)
Entry from the Open Molecules 2025 dataset: 2 unconnected molecules or ions with the total composition C19H27 in a non-equilibrium geometry (ωB97M-V with the def2-TZVPD basis set).

```
46
Properties=species:S:1:pos:R:3:forces:R:3:mulliken_charge:R:1
C -3.2813 -0.3721 2.9843 -0.30 -0.16 0.13 -1.54
C -2.0954 -0.1135 2.0698 0.20 1.02 0.56 1.27
C -2.3627 -0.7200 0.7347 -0.27 -0.47 -0.64 -0.68
C -1.6850 1.4137 2.0917 -0.41 -0.51 0.34 -0.37
C -0.8666 1.0841 3.3614 0.08 0.21 -0.07 -1.17
C -0.7201 -0.3442 2.7984 -0.34 -0.20 -0.32 -0.42
C 0.3922 -0.2997 1.7788 -0.14 0.82 -0.08 0.62
C 1.6015 -1.1151 2.1030 0.19 -0.69 -0.25 -1.27
C 0.2529 0.6017 0.7570 1.01 0.11 0.94 -0.91
C -0.7486 1.7227 0.9215 -0.32 0.11 -0.15 -1.11
H -3.1549 0.0156 3.9986 -0.03 -0.05 -0.19 0.32
H -4.1837 0.0887 2.5570 0.19 -0.10 0.12 0.39
H -3.4716 -1.4499 3.0621 0.03 0.16 0.02 0.38
H -1.5197 -0.5950 0.0575 -0.41 -0.05 0.34 -0.80
H -2.5540 -1.7982 0.8298 -0.06 0.15 -0.05 0.43
H -3.2489 -0.2507 0.2729 0.23 -0.20 0.17 0.45
H -2.5233 2.0999 2.2355 0.23 0.18 -0.33 0.47
H 0.0583 1.6418 3.5107 -0.05 0.01 0.13 0.42
H -1.4825 1.0896 4.2603 0.22 0.17 -0.09 0.30
H -0.6834 -1.1761 3.5103 0.30 0.07 -0.23 0.59
H 1.3123 -2.0672 2.5849 0.15 0.41 -0.15 0.39
H 2.2202 -1.3644 1.2296 -0.04 0.21 0.15 0.24
H 2.2594 -0.5739 2.8104 -0.40 -0.14 -0.26 0.34
H 1.0707 0.7677 0.0387 -0.04 0.04 0.65 1.22
H -1.3158 1.9149 0.0009 -0.04 -0.07 0.15 0.18
H -0.1812 2.6503 1.1138 -0.18 -0.25 -0.02 0.48
C 0.3600 -1.7443 -1.0818 0.18 -0.55 0.60 -1.28
C 0.2840 -0.3427 -1.6308 0.15 -1.08 -2.74 2.05
C -1.0501 0.1059 -2.1796 -0.32 0.05 0.61 -1.95
C 1.4503 0.1226 -2.3767 0.71 0.50 0.28 0.31
C 1.3391 0.9651 -3.5256 -0.24 -0.09 0.20 -0.39
C 2.4139 1.1725 -4.3785 0.19 -0.03 -0.03 -0.95
C 3.6729 0.6347 -4.0731 -0.41 -0.17 0.46 -0.27
C 3.8419 -0.1126 -2.8951 -0.12 -0.05 0.06 -0.94
C 2.7539 -0.3689 -2.0683 -0.23 -0.05 -0.10 0.00
H 1.0917 -2.3520 -1.6367 -0.38 0.31 -0.01 0.52
H 0.6833 -1.7758 -0.0338 -0.08 -0.05 -0.58 0.07
H -0.6230 -2.2359 -1.1115 0.32 0.27 -0.07 0.38
H -1.0329 0.0420 -3.2784 0.13 -0.02 0.40 0.65
H -1.8695 -0.5301 -1.8301 0.31 0.26 -0.09 0.37
H -1.2863 1.1464 -1.9168 0.12 -0.19 -0.13 0.36
H 0.3790 1.4156 -3.7901 0.39 -0.21 0.10 0.42
H 2.2784 1.7344 -5.3104 0.02 -0.17 0.53 0.40
H 4.5164 0.7871 -4.7427 -0.19 -0.01 0.12 0.42
H 4.8211 -0.5305 -2.6412 -0.40 0.22 -0.11 0.40
H 2.8870 -0.9842 -1.1722 0.02 0.24 -0.36 0.23
```
Forces are in eV/Å.

The calculation puts the total energy at -739.83202 Ha. As for the HOMO energy: -11.889 eV. The value obtained for the relative energy (zero: lowest compared OMol25 entry of this formula, charge and spin) is 112.9 kJ/mol. The charge is +1.

---

(3)
Entry from the Open Molecules 2025 dataset: a molecular structure, C19H27AlBrCaCl4FN3O11 in a non-equilibrium geometry (ωB97M-V with the def2-TZVPD basis set).

```
68
Properties=species:S:1:pos:R:3:forces:R:3:mulliken_charge:R:1
O 1.1105 -4.5089 -0.8222 -2.90 3.07 -0.86 -0.50
C 0.2722 -3.6064 -0.9805 2.73 -1.90 0.21 0.35
O 0.5980 -2.3790 -1.6448 -1.09 -1.54 2.26 -0.32
C 0.6678 -1.3544 -0.5835 0.12 1.64 -0.11 -0.04
C -0.1458 -0.0518 -1.0574 0.25 -0.01 -0.82 -0.81
C -1.6812 -0.3625 -1.3878 -0.01 -0.46 0.36 -0.59
C -2.6194 -0.5571 -0.0821 -1.00 0.14 -0.90 0.50
C -3.9851 -1.2398 -0.6337 0.68 1.36 0.20 0.10
C -4.7395 -0.3804 -1.6660 -2.50 -4.51 0.42 -0.39
C -6.0308 -1.1537 -2.1831 4.12 -0.94 3.06 -0.32
C -6.1599 -2.5292 -1.5119 -1.27 0.61 -1.08 0.18
N -5.3516 -3.1196 -0.5393 -1.48 3.05 -3.08 0.07
N -4.2591 -2.4923 -0.0865 -0.17 2.85 -1.37 -0.25
H -0.7776 -3.7374 -0.5431 1.27 0.68 -0.86 0.27
H 1.7798 -1.0906 -0.4963 -1.73 -0.29 0.26 0.14
H 0.2513 -1.7245 0.4162 0.68 0.29 -1.37 0.08
H -0.0183 0.8359 -0.3342 -0.19 -1.58 -0.88 0.31
H 0.3526 0.2854 -2.0421 -0.78 -0.51 1.48 0.34
H -2.1539 0.4573 -2.0454 0.90 -1.20 0.98 0.33
H -1.7346 -1.3548 -1.9746 0.21 1.56 0.75 0.30
H -2.1321 -1.1600 0.7586 -0.91 0.87 -1.62 -0.40
H -2.9278 0.4645 0.3392 0.55 -1.40 -0.53 0.30
H -4.4387 0.6364 -2.0562 -0.27 -1.49 0.82 0.39
H -6.7308 -0.7243 -2.9796 4.51 0.49 7.59 0.03
H -7.0524 -3.1669 -1.8584 1.52 0.74 0.91 0.28
H -5.5765 -4.0691 -0.1759 0.05 0.61 -0.58 0.36
F -2.2627 -3.9994 0.7619 1.34 2.19 3.53 -0.30
Cl -1.6939 -2.9242 2.2306 -1.12 -2.79 -2.95 0.26
Ca -7.4884 -1.0728 -4.2241 -3.43 -1.65 -5.79 0.36
C -6.6386 -6.0852 -2.3786 0.84 0.29 1.48 0.84
O -6.6293 -5.5698 -1.2386 -1.17 0.20 -0.91 -0.74
O -5.4197 -6.5528 -2.7381 -0.08 0.13 0.01 -0.48
O -7.5786 -6.2256 -3.2116 -0.44 -0.10 -1.77 -0.55
H -5.0101 -6.2751 -1.8958 1.01 -0.61 -0.52 0.36
C 4.1720 0.4074 0.8339 -0.70 0.07 -0.16 0.78
O 5.3665 0.8029 0.7694 -0.19 1.00 -0.61 -0.64
O 4.0490 -0.6954 1.6093 0.56 -0.08 0.17 -0.44
O 3.1419 0.8648 0.3118 0.67 0.20 -0.06 -0.58
H 5.0081 -0.7239 1.8074 -0.32 -0.99 0.62 0.34
Al -7.4848 -6.6639 -5.2743 0.00 0.25 1.77 0.55
C 6.9573 3.9564 2.0857 0.35 -1.14 0.13 0.24
Cl 6.0899 3.2894 3.4655 0.14 0.37 -0.34 -0.08
Cl 6.6864 5.7101 1.9692 -0.56 0.61 0.10 -0.05
Cl 8.6856 3.6003 2.2014 -0.11 0.07 -0.05 -0.14
H 6.5703 3.4896 1.1801 -0.01 0.10 0.11 0.21
N 9.4069 4.0111 -1.3873 0.01 -0.04 -0.11 0.10
C 8.1472 4.3790 -1.7716 0.17 0.08 0.57 -0.23
C 8.0315 4.1518 -3.1283 0.14 -0.17 -0.48 -0.50
C 9.2621 3.6243 -3.5715 -0.36 0.09 -0.21 -0.37
C 10.0939 3.5450 -2.4739 0.07 0.09 0.40 -0.38
H 9.7711 4.0732 -0.4497 -0.10 -0.03 -0.09 0.19
H 7.4424 4.7707 -1.0540 0.04 0.03 -0.11 0.38
H 7.1550 4.3451 -3.7280 0.08 -0.03 0.09 0.39
H 9.5173 3.3324 -4.5789 -0.02 0.03 0.11 0.39
H 11.1116 3.1989 -2.3773 -0.09 0.03 -0.05 0.39
C -4.0424 -0.9513 3.9745 -0.01 -0.35 -0.03 0.00
O -4.4126 0.3993 4.2359 0.16 0.23 -0.02 -0.33
C -3.3789 1.2571 4.2464 -0.11 0.26 0.11 0.81
O -2.2218 0.9724 4.0582 -0.38 -0.01 -0.03 -0.55
O -3.8582 2.4832 4.5018 0.02 -0.53 -0.12 -0.34
C -2.8615 3.5044 4.5432 0.30 0.44 0.05 -0.62
H -4.9497 -1.5558 3.9885 -0.04 0.28 0.06 0.27
H -3.5837 -1.0399 2.9876 0.05 0.07 0.15 -0.31
H -3.3681 -1.3232 4.7494 0.05 0.08 -0.16 0.32
H -2.3570 3.5901 3.5785 0.05 -0.13 0.15 0.29
H -2.1410 3.3077 5.3396 0.00 -0.07 -0.20 0.29
H -3.3620 4.4492 4.7561 -0.18 -0.26 -0.01 0.22
Br 7.5600 8.2254 1.4662 0.11 -0.32 -0.09 -0.05
```
Forces are in eV/Å.

The calculation puts the total energy at -7165.90201 Ha. As for the HOMO energy: -8.514 eV. The charge is +1.

---

(4)
Entry from the Open Molecules 2025 dataset: a molecular structure, C19H27CaCl2N6O9 (ωB97M-V with the def2-TZVPD basis set).

```
64
Properties=species:S:1:pos:R:3:forces:R:3:mulliken_charge:R:1
Ca 0.3783 0.3145 -0.1905 -0.25 -0.11 0.13 2.59
C -3.1142 1.7045 1.2589 -0.07 0.04 0.05 -1.26
C -3.1783 0.4945 0.3254 0.03 -0.07 -0.01 -0.69
N -2.2113 0.5612 -0.7554 0.23 0.19 -0.07 0.66
C -2.4595 -0.3338 -1.8766 -0.02 0.00 0.01 -1.09
C -2.0290 -1.7700 -1.5829 -0.06 -0.05 0.06 -0.92
N -0.6330 -1.7964 -1.1858 0.09 0.14 -0.19 0.45
C -0.0762 -3.0731 -0.7700 0.03 0.03 0.08 -1.09
C -0.6537 -3.5986 0.5479 -0.02 -0.07 0.02 -1.07
C -0.9644 -2.5642 1.6254 -0.07 0.02 0.03 -0.26
N 0.0966 -1.5995 1.8551 0.10 0.09 -0.15 0.31
C -0.0379 -0.8570 3.1040 0.04 -0.03 0.07 -1.13
C -1.0547 0.2764 3.0222 -0.11 -0.06 -0.05 -0.86
N -0.7476 1.1758 1.9230 0.26 0.01 -0.01 0.28
C -1.7287 2.2260 1.6631 0.00 -0.08 -0.07 -0.97
H -3.6884 1.4530 2.1555 -0.03 0.00 -0.03 0.45
H -3.6398 2.5362 0.7833 0.03 0.04 0.03 0.45
H -4.2045 0.4272 -0.0719 -0.01 -0.02 0.05 0.42
H -3.0097 -0.4227 0.8964 0.01 0.01 -0.01 0.19
H -2.1269 1.5188 -1.0895 -0.02 0.01 -0.03 -0.02
H -1.8798 0.0439 -2.7240 0.01 -0.03 -0.02 0.26
H -3.5190 -0.3341 -2.1769 0.02 -0.01 -0.02 0.54
H -2.2247 -2.3937 -2.4691 -0.04 0.02 0.02 0.40
H -2.6369 -2.1770 -0.7692 -0.01 -0.01 0.00 0.38
H -0.0515 -1.4271 -1.9394 0.01 -0.07 -0.13 0.29
H 0.9993 -2.9131 -0.6661 0.00 0.00 0.01 0.35
H -0.2018 -3.8504 -1.5395 0.00 0.00 0.04 0.41
H 0.0487 -4.3353 0.9494 0.01 -0.01 -0.04 0.37
H -1.5810 -4.1460 0.3560 0.00 0.00 0.01 0.41
H -1.2139 -3.1056 2.5542 -0.01 0.00 -0.03 0.42
H -1.8659 -2.0144 1.3439 0.02 0.00 0.00 -0.11
H 1.0145 -2.0299 1.8243 -0.01 -0.03 0.00 0.30
H 0.9422 -0.4503 3.3546 -0.03 0.06 -0.01 0.15
H -0.3364 -1.5211 3.9316 0.04 0.03 0.01 0.45
H -1.0774 0.8004 3.9900 -0.01 -0.05 0.01 0.41
H -2.0539 -0.1407 2.8673 0.00 0.02 0.01 0.44
H 0.1650 1.6001 2.1112 0.01 0.12 0.11 0.31
H -1.3247 2.8414 0.8573 -0.01 0.00 -0.03 0.33
H -1.8594 2.8791 2.5391 -0.02 0.02 -0.04 0.44
O 3.2784 0.5718 -3.2516 -0.01 0.05 -0.06 -0.72
C 2.1317 0.7000 -2.8491 -0.16 -0.06 0.10 -0.37
O 1.4960 -0.1133 -2.0830 -0.13 -0.04 -0.20 -0.83
C 1.2983 1.8759 -3.3624 0.03 0.13 -0.27 0.77
C 1.5337 2.2684 -4.6529 -0.08 -0.04 0.24 -0.44
C 0.7258 3.2374 -5.2623 0.00 0.15 -0.50 -0.49
C -0.3352 3.8086 -4.6091 0.09 -0.23 0.19 -0.21
C -0.5782 3.4216 -3.2981 -0.50 0.40 0.15 -0.47
C 0.2618 2.5145 -2.5708 0.26 -0.34 0.09 0.47
O 0.1441 2.2880 -1.3321 -0.14 0.06 -0.04 -0.91
N -1.7775 4.0131 -2.6872 0.30 -0.23 -0.33 0.86
O -2.3128 4.9473 -3.2647 0.05 0.05 0.14 -0.67
O -2.2385 3.5254 -1.6634 0.00 -0.02 0.04 -0.60
N 0.9841 3.6296 -6.6478 0.13 0.07 0.41 1.05
O 1.9407 3.1279 -7.2136 -0.10 -0.02 -0.07 -0.65
O 0.2505 4.4610 -7.1607 -0.02 -0.07 -0.07 -0.66
H 2.3490 1.8097 -5.1931 0.00 0.00 -0.02 0.57
H -0.9770 4.5250 -5.0932 0.01 0.01 -0.03 0.62
Cl 3.7682 -1.4631 3.1413 -0.03 0.10 -0.04 -0.21
C 4.0379 0.2217 2.5737 0.08 -0.07 0.04 -0.04
Cl 5.4596 0.2990 1.5251 -0.02 -0.01 -0.02 -0.18
C 2.7758 0.7514 1.8603 -0.37 0.21 0.21 0.32
O 2.2765 1.7692 2.3676 0.04 -0.08 0.08 -0.75
O 2.3422 0.0912 0.8929 0.43 -0.17 0.18 -0.81
H 4.2388 0.8111 3.4598 0.01 0.00 -0.05 0.36
```
Forces are in eV/Å.

The calculation puts the total energy at -3344.05977 Ha. As for the HOMO energy: -5.560 eV. The value obtained for the relative energy (zero: lowest compared OMol25 entry of this formula, charge and spin) is 1.4 kJ/mol. The charge is -1.

---

Q: Which value of charge does entry 1 give?
A: 0